Entry 1:
Molecular formula: C5H10N2
Method: DFT, ωB97M-V with the def2-TZVPD basis set

Geometry as XYZ:
```
17
Properties=species:S:1:pos:R:3:lowdin_charge:R:1
C -2.105 -0.181 -0.050 -0.0383
C -1.215 -0.386 -1.251 -0.2293
N -0.242 0.681 -1.642 0.1352
C 0.218 -0.413 -0.973 -0.3012
C 1.238 -0.690 -0.060 -0.1080
C 1.954 0.460 0.749 -0.4112
N 1.085 0.531 1.831 -0.0645
H -2.778 0.670 -0.202 0.0859
H -1.497 0.001 0.847 0.0720
H -2.716 -1.072 0.125 0.0834
H -1.620 -0.902 -2.117 0.1343
H -0.234 1.552 -1.108 0.1296
H 1.544 -0.991 -1.228 0.2157
H 1.152 -1.639 0.462 0.1236
H 2.950 0.089 1.021 0.0930
H 2.082 1.326 0.070 0.0981
H 0.343 1.193 1.583 -0.0183
```

Computed properties:
DFT total energy = -8321.1510 eV
charge = 0
energy relative to the best compared isomer or geometry (same formula, charge and spin) = 142.6 kcal/mol

Entry 2:
Molecular formula: C39H78O39
Method: DFT, ωB97M-V with the def2-TZVPD basis set

Geometry as XYZ:
```
156
Properties=species:S:1:pos:R:3:lowdin_charge:R:1
C 7.140 8.699 1.884 -0.0762
O 8.463 8.590 1.867 0.0404
C 9.215 9.023 2.777 -0.6399
O 8.879 9.688 3.725 0.1303
O 10.505 8.737 2.502 -0.0102
C 11.606 9.023 3.315 -0.0593
H 6.832 9.740 1.976 0.1087
H 6.779 8.113 2.729 0.1105
H 6.790 8.313 0.927 0.1075
H 11.865 10.079 3.387 0.0978
H 12.472 8.526 2.879 0.0919
H 11.429 8.531 4.271 0.0985
C 0.044 4.413 6.702 -0.0435
O 0.346 5.663 7.338 -0.0411
C 0.995 6.598 6.565 -0.5667
O 0.823 6.688 5.328 0.0687
O 1.820 7.253 7.328 0.0203
C 2.725 8.278 6.772 0.0099
H -0.162 3.602 7.400 0.0923
H 0.889 4.039 6.124 0.0939
H -0.784 4.727 6.065 0.0949
H 3.777 8.139 7.021 0.0928
H 2.356 9.262 7.062 0.0940
H 2.693 8.241 5.683 0.0844
C -0.945 4.055 -6.144 -0.0872
O 0.353 3.781 -6.581 -0.0411
C 0.598 2.921 -7.678 -0.4121
O -0.276 2.136 -8.161 0.0710
O 1.878 3.198 -8.128 -0.0180
C 2.201 2.600 -9.334 -0.0865
H -0.940 4.206 -5.065 0.0925
H -1.642 3.221 -6.228 0.0892
H -1.388 4.903 -6.667 0.0964
H 1.406 2.706 -10.072 0.0968
H 2.322 1.531 -9.161 0.0996
H 3.103 3.058 -9.741 0.0993
C -8.829 -9.728 -1.177 -0.0217
O -10.037 -10.224 -0.581 -0.0082
C -10.989 -10.800 -1.294 -0.5527
O -10.890 -10.955 -2.490 0.1127
O -11.988 -11.264 -0.430 -0.0523
C -12.929 -12.213 -0.893 -0.0497
H -8.816 -8.659 -1.388 0.0962
H -8.659 -10.404 -2.015 0.0937
H -7.992 -9.856 -0.491 0.0903
H -13.258 -12.566 0.084 0.1023
H -12.392 -12.877 -1.571 0.0948
H -13.656 -11.664 -1.492 0.0947
C 9.711 6.789 -9.364 -0.0051
O 8.763 6.136 -8.510 -0.0144
C 8.967 5.948 -7.241 -0.6011
O 10.060 6.033 -6.670 0.0974
O 7.734 5.705 -6.742 -0.0168
C 7.655 5.093 -5.456 -0.0385
H 9.727 7.839 -9.071 0.1015
H 9.368 6.625 -10.386 0.0974
H 10.643 6.288 -9.105 0.0948
H 8.343 4.250 -5.523 0.0953
H 6.674 4.714 -5.169 0.0940
H 8.032 5.820 -4.736 0.0955
C -1.518 -7.975 3.576 -0.0674
O -2.283 -8.714 4.527 -0.0222
C -2.065 -8.539 5.892 -0.4403
O -1.187 -7.788 6.440 0.0508
O -3.077 -9.177 6.582 -0.0254
C -3.170 -8.902 8.001 -0.0472
H -0.468 -8.264 3.623 0.0957
H -1.501 -6.886 3.597 0.0877
H -1.944 -8.012 2.574 0.0921
H -3.548 -7.884 8.099 0.0987
H -2.240 -9.046 8.550 0.0885
H -3.724 -9.601 8.627 0.0884
C -5.695 3.554 2.687 -0.0342
O -6.638 3.040 3.623 0.0029
C -7.520 2.101 3.321 -0.6014
O -7.542 1.414 2.291 0.0924
O -8.339 1.986 4.340 0.0137
C -9.385 1.030 4.320 -0.0448
H -5.115 4.378 3.103 0.0909
H -6.151 3.890 1.755 0.0995
H -4.927 2.801 2.510 0.0937
H -10.102 1.211 3.520 0.1013
H -9.776 0.892 5.328 0.0957
H -9.056 0.004 4.153 0.0904
C 8.637 0.271 -0.004 -0.0396
O 7.853 1.252 0.672 0.0007
C 7.819 1.320 1.998 -0.6365
O 8.462 0.632 2.709 0.1528
O 6.950 2.271 2.349 0.0032
C 6.877 2.685 3.706 -0.0454
H 8.878 0.558 -1.027 0.0922
H 8.214 -0.730 0.081 0.0993
H 9.655 0.255 0.386 0.0905
H 5.980 3.292 3.826 0.0913
H 7.701 3.344 3.982 0.0959
H 6.822 1.854 4.409 0.0957
C 1.208 9.791 -3.744 -0.0288
O 1.093 9.664 -2.322 -0.0343
C -0.056 9.959 -1.665 -0.5531
O -1.128 10.051 -2.209 0.1215
O 0.246 10.215 -0.358 -0.0228
C -0.733 10.633 0.595 -0.0429
H 1.922 9.004 -3.986 0.0935
H 1.617 10.748 -4.068 0.0936
H 0.206 9.602 -4.129 0.0896
H -0.977 11.695 0.574 0.0985
H -0.254 10.438 1.554 0.0881
H -1.543 9.904 0.636 0.0972
C -2.648 -1.117 -0.521 -0.0396
O -1.904 -0.021 -1.014 0.0415
C -0.937 0.418 -0.283 -0.6316
O -0.630 0.123 0.861 0.1091
O -0.379 1.459 -0.901 -0.0033
C 0.651 2.182 -0.262 -0.0554
H -3.493 -1.460 -1.117 0.0964
H -3.037 -0.844 0.460 0.0970
H -2.096 -2.042 -0.351 0.0988
H 1.516 1.586 0.027 0.1016
H 0.174 2.698 0.572 0.0947
H 0.959 3.092 -0.777 0.0906
C -4.667 -3.536 5.190 -0.0415
O -5.991 -3.942 5.553 -0.0020
C -6.579 -4.813 4.724 -0.5633
O -6.154 -5.111 3.581 0.0716
O -7.784 -5.062 5.223 0.0017
C -8.762 -5.807 4.458 -0.0246
H -4.297 -2.837 5.940 0.0952
H -4.723 -2.986 4.251 0.0922
H -3.957 -4.338 4.986 0.0937
H -9.036 -5.203 3.593 0.0923
H -9.677 -6.075 4.985 0.0936
H -8.348 -6.683 3.959 0.0916
C -4.503 -12.721 -6.498 -0.0071
O -4.072 -11.698 -5.553 0.0226
C -3.262 -10.731 -5.828 -0.6463
O -2.559 -10.652 -6.837 0.0870
O -3.429 -9.792 -4.930 0.0045
C -2.739 -8.525 -4.988 -0.0140
H -4.135 -12.646 -7.521 0.0897
H -5.564 -12.529 -6.657 0.0912
H -4.348 -13.755 -6.190 0.0918
H -3.308 -7.825 -5.600 0.0966
H -1.749 -8.640 -5.430 0.0916
H -2.612 -8.176 -3.963 0.0924
C 4.629 -4.825 0.854 -0.0342
O 4.783 -4.469 -0.539 -0.0070
C 3.728 -4.292 -1.362 -0.5204
O 2.506 -4.486 -1.120 0.0686
O 4.180 -3.711 -2.491 -0.0163
C 3.252 -3.158 -3.402 -0.0539
H 4.533 -3.912 1.443 0.0932
H 5.646 -5.015 1.198 0.0858
H 4.006 -5.646 1.208 0.0995
H 2.666 -2.346 -2.973 0.0943
H 2.556 -3.960 -3.646 0.0956
H 3.717 -2.702 -4.276 0.0948
```

Computed properties:
DFT total energy = -121552.3057 eV
charge = 0
energy relative to the best compared isomer or geometry (same formula, charge and spin) = 197.5 kcal/mol

Entry 3:
Molecular formula: C20H23F3N4O3S
Method: DFT, ωB97M-V with the def2-TZVPD basis set

Geometry as XYZ:
```
54
Properties=species:S:1:pos:R:3:lowdin_charge:R:1
C -2.593 -3.760 -0.662 -0.0336
H -2.392 -4.573 0.031 0.0872
H -3.611 -3.853 -1.029 0.0838
H -1.905 -3.838 -1.498 0.0736
C -2.410 -2.413 0.039 -0.5803
N -1.048 -2.317 0.566 0.1289
C 0.076 -2.433 -0.154 -0.4550
O 0.143 -2.718 -1.334 0.0487
C 1.348 -2.181 0.682 -0.0192
N 1.687 -0.762 0.722 0.0277
C 0.943 0.036 1.526 -0.4216
O 0.099 -0.442 2.271 0.0473
C 1.112 1.540 1.433 -0.0723
H 1.899 1.828 0.741 0.1034
C -0.222 2.121 0.952 -0.0905
C -0.435 1.791 -0.500 -0.4324
O 0.394 1.284 -1.218 0.1093
N -1.670 2.104 -1.034 0.1001
C -2.772 2.638 -0.434 -0.6237
N -2.869 3.055 0.779 0.0467
C -4.114 3.519 1.051 -0.2375
C -5.001 3.463 0.030 -0.4088
S -4.260 2.788 -1.375 1.0283
H -6.025 3.770 0.008 0.0568
H -4.314 3.895 2.037 0.1054
H -1.771 1.854 -2.012 0.1473
H -0.243 3.206 1.067 0.1311
H -1.046 1.719 1.544 0.1129
H 1.332 1.924 2.430 0.1342
C 2.710 -0.331 -0.145 -0.2123
C 3.782 0.403 0.351 0.0467
C 4.789 0.809 -0.512 -0.1123
C 4.756 0.474 -1.857 -0.0080
C 3.699 -0.285 -2.334 -0.0395
C 2.683 -0.690 -1.490 0.0062
H 1.859 -1.275 -1.868 0.1077
H 3.666 -0.556 -3.377 0.1109
H 5.546 0.799 -2.516 0.1177
C 5.924 1.606 0.064 -0.5859
F 6.671 0.880 0.920 0.1378
F 5.491 2.669 0.769 0.1350
F 6.768 2.083 -0.859 0.1398
H 3.839 0.651 1.401 0.1392
H 2.179 -2.723 0.230 0.1395
H 1.192 -2.525 1.709 0.1328
H -0.952 -1.900 1.485 0.1103
C -2.660 -1.260 -0.938 -0.0243
H -2.574 -0.310 -0.415 0.0656
H -3.655 -1.336 -1.368 0.0871
H -1.925 -1.292 -1.738 0.0838
C -3.354 -2.304 1.236 -0.0336
H -3.177 -3.120 1.933 0.0866
H -3.203 -1.361 1.757 0.0843
H -4.387 -2.353 0.902 0.0869
```

Computed properties:
DFT total energy = -52206.6141 eV
SMILES = CC(C)(C)NC(=O)CN(C(=O)CCC(=O)Nc1nccs1)c1cccc(C(F)(F)F)c1
charge = 0
energy relative to the best compared isomer or geometry (same formula, charge and spin) = 0.0 kcal/mol

Entry 4:
Molecular formula: C11H20N2O3
Method: DFT, ωB97M-V with the def2-TZVPD basis set

Geometry as XYZ:
```
36
Properties=species:S:1:pos:R:3:lowdin_charge:R:1
C 2.458 -0.783 -0.602 -0.3107
C 1.493 -1.099 0.493 -0.5407
C 4.025 -1.019 -0.369 -0.1124
C 4.502 0.455 0.367 -0.1417
C 2.942 1.055 0.498 -0.2353
C -0.625 0.210 -0.477 -0.2021
C -0.687 1.552 0.253 -0.4480
C -2.047 -0.464 -1.012 -0.0795
C -3.106 -0.741 0.216 -0.5258
C -4.413 -1.297 -0.322 -0.1389
C -3.398 0.366 1.157 -0.1289
H 3.040 0.804 -1.619 0.1231
H 2.059 -1.408 -1.523 0.1819
H 4.254 -1.893 0.280 0.0972
H 4.561 -1.030 -1.359 0.0960
H 5.188 1.329 -0.424 0.1636
H 5.105 0.296 1.469 0.1319
H 2.966 2.377 0.594 0.1637
H 2.118 0.621 1.317 0.1485
H -0.231 -0.803 1.287 0.1738
H -0.031 0.550 -1.344 0.1261
H -2.459 0.192 -1.798 0.0956
H -1.843 -1.361 -1.677 0.1169
H -2.519 -1.547 0.538 0.0916
H -4.775 -2.290 0.399 0.1334
H -5.273 -0.259 -0.354 0.1544
H -4.237 -1.658 -1.583 0.1355
H -3.857 1.299 0.718 0.0882
H -2.682 0.812 2.093 0.1423
H -4.308 -0.150 1.669 0.0873
H -0.950 3.404 -0.442 0.1851
N 2.338 0.681 -0.831 -0.0623
N 0.127 -0.858 0.266 0.1147
O 1.836 -1.647 1.504 0.0829
O -0.577 1.883 1.430 0.0726
O -0.996 2.420 -0.814 0.0200
```

Computed properties:
DFT total energy = -20847.1541 eV
charge = 0
energy relative to the best compared isomer or geometry (same formula, charge and spin) = 192.4 kcal/mol